Record 1
{
  "formula": "C37H36Cl2N5O5V",
  "method": "ωB97M-V/def2-TZVPD",
  "total_charge": 1,
  "multiplicity": 2,
  "lumo_ha": [-0.111, -0.093],
  "elements": ["V", "C", "N", "C", "C", "N", "C", "C", "C", "C", "C", "C", "N", "C", "N", "C", "C", "C", "C", "C", "C", "N", "H", "H", "H", "H", "H", "H", "H", "H", "H", "H", "H", "H", "H", "H", "H", "Cl", "C", "Cl", "H", "H", "C", "C", "C", "C", "O", "H", "H", "H", "H", "H", "H", "H", "H", "H", "O", "C", "O", "C", "C", "C", "C", "O", "C", "O", "C", "C", "H", "H", "H", "H", "H", "C", "C", "C", "C", "C", "C", "C", "C", "H", "H", "H", "H", "H"],
  "xyz": [[-0.398, -0.329, 0.193], [1.755, 0.056, -2.229], [0.294, -0.057, -2.135], [-0.285, -1.140, -2.951], [-0.389, -2.396, -2.154], [0.133, -2.560, -0.970], [-0.253, -3.839, -0.570], [0.007, -4.523, 0.614], [-0.523, -5.791, 0.748], [-1.291, -6.376, -0.270], [-1.548, -5.712, -1.455], [-1.018, -4.433, -1.576], [-1.080, -3.483, -2.586], [2.363, 0.026, -0.872], [1.765, -0.494, 0.177], [2.724, -0.458, 1.208], [2.704, -0.974, 2.501], [3.809, -0.754, 3.296], [4.930, -0.057, 2.821], [4.992, 0.397, 1.520], [3.876, 0.162, 0.728], [3.609, 0.448, -0.605], [2.059, 0.961, -2.757], [2.151, -0.795, -2.786], [-0.135, 0.814, -2.413], [0.301, -1.316, -3.858], [-1.290, -0.850, -3.245], [0.598, -4.062, 1.396], [-0.344, -6.352, 1.656], [-1.692, -7.370, -0.123], [-2.133, -6.167, -2.244], [-1.618, -3.550, -3.432], [1.858, -1.541, 2.855], [3.810, -1.126, 4.313], [5.770, 0.110, 3.483], [5.868, 0.904, 1.136], [4.237, 0.893, -1.252], [1.285, 2.671, 0.528], [0.591, 3.824, 1.711], [-1.083, 3.488, 2.135], [0.628, 4.806, 1.260], [1.200, 3.762, 2.602], [-3.714, -2.452, 0.125], [-2.927, -1.666, 1.160], [-3.697, -0.423, 1.599], [-2.574, -2.531, 2.360], [-1.684, -1.198, 0.558], [-4.718, -2.625, 0.510], [-3.241, -3.416, -0.077], [-3.783, -1.881, -0.800], [-4.565, -0.718, 2.187], [-4.035, 0.136, 0.725], [-3.052, 0.218, 2.200], [-3.492, -2.819, 2.872], [-1.936, -1.973, 3.047], [-2.050, -3.431, 2.037], [-2.617, 0.098, -1.664], [-2.267, 1.166, -1.169], [-1.274, 1.271, -0.314], [-2.926, 2.441, -1.557], [-4.216, 2.401, -2.063], [-4.858, 3.563, -2.498], [-4.139, 4.730, -2.425], [-4.522, 5.977, -2.808], [-3.409, 6.840, -2.559], [-2.373, 6.051, -1.968], [-2.849, 4.771, -1.918], [-2.213, 3.649, -1.467], [-4.726, 1.449, -2.118], [-5.869, 3.549, -2.881], [-3.706, 7.632, -1.873], [-3.057, 7.264, -3.499], [-1.209, 3.678, -1.065], [-0.181, 0.085, 2.082], [-0.054, 0.256, 3.276], [0.180, 0.407, 4.683], [0.186, 1.670, 5.279], [0.500, 1.805, 6.621], [0.804, 0.687, 7.387], [0.767, -0.575, 6.809], [0.455, -0.718, 5.467], [-0.072, 2.536, 4.682], [0.506, 2.789, 7.074], [1.058, 0.798, 8.433], [0.981, -1.454, 7.405], [0.420, -1.703, 5.017]]
}

Record 2
{
  "formula": "C3H10F2NSi",
  "method": "ωB97M-V/def2-TZVPD",
  "total_charge": 1,
  "smiles": "C[NH+](C)C[SiH](F)F",
  "lumo_ha": -0.122,
  "elements": ["C", "N", "C", "C", "Si", "F", "F", "H", "H", "H", "H", "H", "H", "H", "H", "H", "H"],
  "xyz": [[0.605, -0.939, -0.967], [-0.399, -0.492, 0.029], [-0.659, -1.568, 0.970], [0.227, 0.665, 0.721], [0.239, 2.275, -0.410], [-0.634, 1.850, -1.685], [-0.862, 3.196, 0.266], [1.695, -0.878, -0.647], [0.266, -1.906, -1.153], [0.565, -0.306, -1.974], [-1.282, -0.084, -0.481], [0.335, -2.192, 1.242], [-1.173, -1.342, 1.848], [-1.277, -2.232, 0.565], [-0.412, 1.057, 1.644], [1.163, 0.425, 0.983], [1.604, 2.470, -0.950]]
}

Record 3
{
  "formula": "C20H43CeN2P3S2",
  "method": "ωB97M-V/def2-TZVPD",
  "total_charge": 3,
  "multiplicity": 2,
  "lumo_ha": [-0.318, -0.315],
  "elements": ["Ce", "P", "P", "P", "H", "C", "C", "H", "C", "C", "C", "C", "C", "C", "C", "C", "C", "H", "H", "H", "H", "H", "H", "H", "H", "H", "H", "H", "H", "H", "H", "H", "H", "H", "H", "H", "H", "H", "H", "H", "H", "H", "H", "H", "H", "H", "C", "C", "C", "C", "C", "C", "S", "H", "H", "H", "H", "H", "H", "S", "C", "N", "C", "C", "N", "H", "H", "H", "H", "H", "H"],
  "xyz": [[0.350, -1.384, -0.018], [-0.575, 1.428, 1.346], [-2.584, -1.501, -0.364], [2.690, 0.673, -0.155], [1.064, -2.808, -3.350], [1.776, -2.220, -2.752], [1.752, -2.589, -1.290], [1.375, -3.627, -1.140], [-0.940, 2.912, 0.297], [-2.076, 1.462, 2.392], [0.532, 2.237, 2.588], [-3.463, -2.861, -1.151], [-3.567, -1.284, 1.203], [-3.147, -0.041, -1.366], [4.224, 0.165, -1.069], [3.521, 0.810, 1.493], [2.653, 2.458, -0.664], [2.774, -2.485, -3.099], [2.774, -2.510, -0.831], [-1.528, 3.623, 0.897], [-1.521, 2.611, -0.587], [-0.008, 3.388, -0.042], [-2.121, 2.426, 2.920], [-2.021, 0.649, 3.129], [-2.981, 1.353, 1.780], [-0.079, 2.812, 3.295], [1.241, 2.917, 2.099], [1.078, 1.468, 3.147], [-4.427, -3.057, -0.663], [-2.834, -3.756, -1.042], [-3.613, -2.690, -2.223], [-4.067, -0.301, 1.303], [-2.880, -1.395, 2.070], [-4.336, -2.074, 1.278], [-4.051, -0.345, -1.903], [-2.391, 0.244, -2.112], [-3.368, 0.844, -0.754], [4.896, 1.027, -1.199], [3.975, -0.211, -2.065], [4.750, -0.624, -0.512], [4.372, 1.480, 1.432], [3.862, -0.182, 1.806], [2.818, 1.187, 2.247], [3.610, 2.759, -1.109], [2.468, 3.138, 0.179], [1.870, 2.613, -1.415], [0.103, -0.101, -3.913], [-0.172, 1.228, -4.221], [-1.134, 1.525, -5.196], [-1.875, 0.465, -5.781], [-1.710, -0.838, -5.306], [-0.739, -1.136, -4.351], [1.881, -0.416, -3.596], [1.943, 0.513, -2.615], [0.460, 2.006, -3.812], [-1.295, 2.541, -5.520], [-2.600, 0.722, -6.554], [-2.377, -1.627, -5.664], [-0.566, -2.152, -3.986], [0.791, -2.512, 2.205], [0.585, -1.414, 3.499], [1.595, -0.809, 4.127], [1.219, -0.464, 5.491], [-0.300, -0.687, 5.481], [-0.566, -1.152, 4.128], [2.571, -0.977, 3.854], [1.481, 0.562, 5.758], [1.729, -1.162, 6.170], [-0.853, 0.239, 5.677], [-0.584, -1.437, 6.224], [-1.433, -1.654, 3.876]]
}

Record 4
{
  "formula": "C4H19NO6",
  "method": "ωB97M-V/def2-TZVPD",
  "smiles": "CNC(CO)CO.O.O.O.O",
  "lumo_ha": 0.009,
  "elements": ["C", "N", "C", "C", "O", "C", "O", "H", "H", "H", "H", "H", "H", "H", "H", "H", "H", "H", "O", "H", "H", "O", "H", "H", "O", "H", "H", "O", "H", "H"],
  "xyz": [[1.957, 1.540, 2.414], [0.572, 1.550, 1.961], [0.061, 0.328, 1.378], [-1.454, 0.391, 1.276], [-1.985, -0.895, 0.921], [0.622, 0.106, -0.026], [0.370, -1.182, -0.570], [2.298, 2.573, 2.411], [2.623, 0.934, 1.815], [1.955, 1.168, 3.434], [0.369, 2.358, 1.392], [0.286, -0.483, 2.078], [-1.782, 1.074, 0.483], [-1.902, 0.721, 2.214], [-2.598, -0.782, 0.182], [1.699, 0.299, -0.072], [0.254, 0.928, -0.648], [-0.564, -1.365, -0.405], [0.360, 2.459, -2.466], [-0.006, 2.955, -3.204], [0.126, 1.539, -2.627], [-2.961, -0.523, -1.657], [-3.117, 0.371, -1.983], [-2.179, -0.827, -2.144], [-0.558, -1.277, -3.159], [0.042, -1.835, -3.667], [-0.127, -1.072, -2.308], [2.999, -2.187, 1.509], [2.378, -1.593, 1.074], [3.123, -2.898, 0.873]]
}

Energy relative to the best compared isomer or geometry (same formula, charge and spin)
In order: 24.7; 0.0; 0.0; 33.3
Unit: kcal/mol
Molecular weight
In order: 752.6; 126.2; 608.8; 177.2
Unit: g/mol